Computed, not measured: C5H8N2 in the gas phase, with ωB97M-V/def2-TZVPD.

## Properties
ΔE to the lowest compared entry with this formula, charge and spin (kJ/mol): 204.74
Electronic energy (a.u.): -304.7575

Each line ends with the natural charge from an NBO analysis.
Cartesian coordinates (Å):
C -1.64 -1.01 0.08  -0.616
C -0.89 0.23 -0.39  -0.066
C -0.57 1.48 0.38  -0.233
N 0.35 0.36 0.34  -0.420
C 1.67 0.27 -0.27  -0.310
C 2.20 -1.04 0.21  0.281
N 2.48 -2.07 0.67  -0.319
H -1.71 -1.09 1.17  0.224
H -1.05 -1.88 -0.24  0.221
H -2.64 -1.13 -0.36  0.209
H -0.89 0.37 -1.49  0.186
H -0.29 2.37 -0.18  0.186
H -0.98 1.72 1.36  0.204
H 1.67 0.32 -1.38  0.216
H 2.30 1.10 0.09  0.239